No. 1
{
  "formula": "C10H21NO",
  "method": "ωB97M-V/def2-TZVPD",
  "total_energy_ha": -523.2677,
  "e_homo_ev": -8.94,
  "total_charge": 0,
  "gap_ev": 9.67,
  "relative_energy_kcal_mol": 231.5,
  "lumo_ev": 0.729,
  "species": ["C", "C", "C", "C", "C", "C", "C", "C", "C", "C", "H", "H", "H", "H", "H", "H", "H", "H", "H", "H", "H", "H", "H", "H", "H", "H", "H", "H", "H", "H", "H", "N", "O"],
  "xyz": [[2.321, -1.055, -0.923], [2.367, -0.078, 0.119], [1.046, 0.687, 0.309], [0.428, 1.117, -1.064], [-0.503, 0.062, -1.796], [-2.026, -0.275, -1.036], [-2.579, 0.778, 0.095], [-2.470, 0.230, 1.430], [-1.067, 0.526, 2.130], [0.194, 0.056, 1.536], [1.722, -3.185, -0.885], [1.193, -1.926, 0.609], [3.287, -1.320, -1.049], [2.049, -0.636, -1.944], [2.708, -0.512, 0.984], [3.159, 0.574, -1.640], [1.422, 1.795, 0.664], [-0.064, 2.080, -0.714], [1.249, 1.666, -1.508], [-0.773, 0.319, -2.895], [-0.042, -1.150, -1.744], [-1.960, -1.263, -0.548], [-2.913, -0.226, -1.889], [-3.739, 0.436, -0.110], [-2.679, 1.934, 0.051], [-2.575, -0.922, 1.480], [-3.182, 0.850, 2.038], [-0.977, 1.720, 2.545], [-1.111, 0.151, 3.225], [1.049, -0.168, 2.239], [-0.248, -1.047, 1.400], [1.329, -1.974, -0.686], [3.383, 0.755, -0.424]]
}

---

No. 2
{
  "formula": "C10H21NO2",
  "method": "ωB97M-V/def2-TZVPD",
  "total_energy_ha": -598.7046,
  "smiles": "CCCCN1CCC[C@H](O)[C@@H]1CO",
  "e_homo_ev": -9.09,
  "total_charge": 0,
  "gap_ev": 9.85,
  "relative_energy_kcal_mol": 120.0,
  "lumo_ev": 0.769,
  "species": ["C", "C", "C", "C", "N", "C", "C", "C", "C", "O", "C", "C", "O", "H", "H", "H", "H", "H", "H", "H", "H", "H", "H", "H", "H", "H", "H", "H", "H", "H", "H", "H", "H", "H"],
  "xyz": [[-0.798, -0.354, -4.546], [-0.311, 0.501, -3.236], [0.503, -0.277, -2.172], [1.212, 0.561, -1.034], [0.745, 0.812, 0.292], [-0.465, 1.611, 0.262], [-1.722, 0.862, 0.206], [-1.858, -0.320, 1.311], [-0.675, -1.271, 1.101], [-0.561, -2.251, 2.171], [0.569, -0.474, 1.090], [1.048, -0.016, 2.560], [2.260, 0.707, 2.542], [-1.757, 0.386, -4.827], [0.067, -0.372, -5.498], [-1.190, -1.471, -4.464], [-1.098, 1.141, -2.821], [0.459, 1.297, -3.618], [-0.424, -0.960, -1.739], [1.258, -0.856, -2.731], [2.101, -0.066, -0.703], [1.627, 1.517, -1.295], [-0.442, 2.256, 1.198], [-0.188, 2.263, -0.578], [-1.727, 0.355, -0.783], [-2.608, 1.508, 0.490], [-2.824, -0.887, 1.363], [-1.673, 0.114, 2.256], [-0.835, -1.721, 0.106], [0.380, -2.721, 2.153], [1.381, -1.019, 0.557], [0.223, 0.591, 3.048], [1.369, -0.830, 3.138], [2.075, 1.200, 1.742]]
}

---

No. 3
{
  "formula": "C10H21NO2P",
  "method": "ωB97M-V/def2-TZVPD",
  "total_energy_ha": -939.7973,
  "e_homo_ev": -13.89,
  "total_charge": 1,
  "gap_ev": 8.85,
  "relative_energy_kcal_mol": 99.1,
  "lumo_ev": -5.045,
  "species": ["C", "C", "C", "C", "C", "C", "C", "C", "C", "C", "N", "O", "O", "P", "H", "H", "H", "H", "H", "H", "H", "H", "H", "H", "H", "H", "H", "H", "H", "H", "H", "H", "H", "H", "H"],
  "xyz": [[0.933, -2.726, 0.598], [-0.105, -1.750, 0.139], [-1.968, 1.931, 0.549], [-1.853, 0.916, -1.810], [-2.816, -0.419, 0.111], [2.997, 0.004, 0.405], [1.655, 1.885, -0.681], [1.583, 1.496, 1.889], [-1.681, 0.660, -0.286], [1.608, 0.921, 0.541], [-0.432, -3.953, -0.931], [1.743, -2.416, 1.409], [0.754, -3.895, -0.096], [-0.006, -0.091, 0.269], [-0.470, -4.842, -1.297], [-0.976, -2.223, -0.197], [-1.164, 2.642, 0.595], [-2.233, 1.559, 1.519], [-2.833, 2.455, 0.283], [-1.309, 1.816, -2.189], [-2.873, 0.958, -1.923], [-1.463, 0.110, -2.367], [-2.874, -1.101, -0.661], [-2.465, -0.925, 0.958], [-3.761, 0.062, 0.175], [3.140, -0.796, 1.203], [3.880, 0.537, 0.350], [2.730, -0.526, -0.508], [2.654, 2.290, -0.811], [0.910, 2.643, -0.796], [1.765, 1.285, -1.568], [2.448, 2.071, 2.031], [0.742, 2.171, 2.187], [1.845, 0.606, 2.604], [-0.106, -3.355, -1.695]]
}

---

No. 4
{
  "formula": "C10H21NO7S",
  "method": "ωB97M-V/def2-TZVPD",
  "total_energy_ha": -1372.9554,
  "e_homo_ev": -9.81,
  "total_charge": 0,
  "gap_ev": 9.97,
  "relative_energy_kcal_mol": 47.8,
  "lumo_ev": 0.161,
  "species": ["C", "C", "C", "O", "O", "S", "O", "O", "C", "C", "C", "N", "O", "H", "H", "H", "H", "H", "H", "H", "H", "H", "H", "H", "H", "H", "O", "C", "O", "C", "C", "C", "H", "H", "H", "H", "H", "H", "H", "H"],
  "xyz": [[-2.834, -3.359, -2.471], [-1.581, -2.957, -3.457], [-1.479, -1.360, -3.817], [-1.960, -0.451, -2.766], [-1.303, -0.647, -1.647], [-0.848, 0.885, -1.045], [-1.215, 0.851, 0.468], [0.850, 0.942, -1.214], [1.491, -0.303, -0.727], [2.209, -1.063, -2.021], [3.342, -2.169, -1.596], [3.105, -3.622, -1.249], [4.633, -1.743, -1.540], [-2.389, -3.713, -1.430], [-3.413, -4.271, -2.921], [-3.575, -2.482, -2.239], [-0.564, -3.298, -2.942], [-1.696, -3.612, -4.440], [-0.334, -1.123, -4.031], [-2.064, -1.082, -4.817], [0.779, -1.003, -0.114], [2.353, 0.054, 0.014], [1.390, -1.521, -2.724], [2.758, -0.193, -2.621], [3.099, -4.248, -2.083], [2.260, -3.769, -0.654], [1.793, 1.313, 3.405], [0.883, 2.139, 3.441], [1.074, 3.344, 4.022], [0.150, 4.445, 3.939], [-0.904, 4.345, 5.024], [-0.486, 1.791, 2.931], [-0.280, 4.527, 2.939], [0.740, 5.355, 4.098], [-1.514, 3.444, 4.911], [-1.567, 5.216, 5.000], [-0.434, 4.288, 6.012], [-1.045, 1.281, 3.718], [-0.374, 1.118, 2.074], [-1.049, 2.648, 2.570]]
}

---

No. 5
{
  "formula": "C10H21NOS2",
  "method": "ωB97M-V/def2-TZVPD",
  "total_energy_ha": -1319.8601,
  "e_homo_ev": -8.60,
  "total_charge": 0,
  "gap_ev": 8.89,
  "relative_energy_kcal_mol": 4.1,
  "lumo_ev": 0.289,
  "species": ["C", "C", "C", "C", "C", "C", "C", "C", "C", "C", "N", "O", "S", "S", "H", "H", "H", "H", "H", "H", "H", "H", "H", "H", "H", "H", "H", "H", "H", "H", "H", "H", "H", "H", "H"],
  "xyz": [[-2.640, 1.584, 0.860], [-3.754, 0.509, 0.895], [-2.077, 1.623, -0.495], [-2.350, -0.676, -0.772], [-3.288, -0.852, 0.401], [-4.411, -1.691, -0.071], [4.268, -1.274, -0.072], [4.776, 1.062, 0.460], [2.747, 0.505, -1.009], [3.667, 0.079, 0.156], [-1.747, 0.380, -1.180], [0.736, 1.526, 0.154], [0.854, -1.451, 0.308], [0.905, 0.435, -0.809], [-2.966, 2.537, 1.124], [-1.745, 1.257, 1.463], [-4.157, 0.317, 1.908], [-4.589, 0.958, 0.379], [-2.741, 2.044, -1.271], [-1.245, 2.225, -0.419], [1.603, -1.899, -0.570], [-2.049, -1.643, -1.222], [-2.841, -1.392, 1.258], [-4.095, -2.750, -0.388], [-5.270, -1.452, -0.792], [-5.116, -2.017, 0.832], [4.746, -1.682, 0.733], [5.047, -1.329, -0.942], [3.474, -1.891, -0.443], [5.187, 0.833, 1.485], [5.525, 0.756, -0.175], [4.504, 2.051, 0.410], [3.106, -0.135, -1.894], [2.866, 1.586, -1.239], [3.070, -0.133, 0.939]]
}

---

No. 6
{
  "formula": "C10H22",
  "method": "ωB97M-V/def2-TZVPD",
  "total_energy_ha": -394.0448,
  "smiles": "CC(C)(C)C.C1CCCC1",
  "e_homo_ev": -10.43,
  "total_charge": 0,
  "gap_ev": 11.30,
  "relative_energy_kcal_mol": 113.4,
  "lumo_ev": 0.868,
  "species": ["C", "C", "C", "C", "C", "H", "H", "H", "H", "H", "H", "H", "H", "H", "H", "H", "H", "C", "C", "C", "C", "C", "H", "H", "H", "H", "H", "H", "H", "H", "H", "H"],
  "xyz": [[-3.580, 0.202, -0.255], [-2.121, 0.044, -0.026], [-1.946, -0.608, 1.281], [-1.566, 1.424, -0.112], [-1.621, -1.019, -1.045], [-4.270, -0.623, -0.991], [-4.168, 0.407, 0.664], [-3.442, 1.254, -1.012], [-0.899, -0.656, 1.513], [-2.396, -0.026, 2.029], [-2.262, -1.527, 1.361], [-0.448, 1.296, 0.480], [-2.164, 2.110, 0.501], [-1.483, 1.991, -1.056], [-1.938, -0.606, -2.022], [-0.598, -1.346, -1.111], [-2.169, -2.051, -0.717], [2.097, -1.087, 0.630], [2.071, 0.234, 1.223], [2.814, 1.203, 0.241], [2.385, 0.558, -1.201], [2.774, -0.928, -0.791], [2.876, -1.710, 1.182], [1.200, -1.757, 0.506], [2.576, 0.065, 2.223], [1.165, 0.726, 1.452], [3.900, 1.153, 0.352], [2.513, 2.204, 0.279], [3.154, 1.091, -1.960], [1.330, 0.758, -1.320], [3.712, -1.177, -0.663], [2.506, -1.598, -1.634]]
}